Formula: C4H6O
Source: OMol25
Level of theory: wB97M-V/def2-TZVPD

ORCA input file:
```
! wB97M-V def2-TZVPD RIJCOSX def2/J DEFGRID3
* xyz 0 1
C 0.49 0.25 -0.04
H 2.57 -0.07 0.54
H 0.79 -0.69 1.67
C 1.70 -0.52 0.08
H -1.97 0.33 0.82
O 0.28 1.40 0.25
C -0.69 -0.55 -0.56
H -0.48 -1.34 -1.28
C -1.87 -0.39 0.02
H 1.76 -1.57 -0.18
H -2.74 -0.90 -0.37
*
```

Computed properties:
ΔE to the lowest compared entry with this formula, charge and spin: 331.61 kJ/mol
LUMO level: -0.8 eV
DFT total energy: -6288.48101 eV
Max |F|: 4.94 eV/Å
Gap between HOMO and LUMO: 0.3205 hartree
HOMO: -9.5575 eV